# 1
C32H52F4N3O2 | ωB97M-V/def2-TZVPD

The value obtained for the max |F| is 3.11 eV Å⁻¹. The calculation puts the gap between HOMO and LUMO at 6.32 eV. Its net charge is +1. The LUMO energy is -0.1826 Ha.

Element x y z (Å)
C1 8.35 -1.92 3.03
C2 8.55 -3.03 1.90
C3 8.16 -2.42 0.48
C4 9.03 -1.18 0.05
C5 8.15 -0.13 -0.76
C6 7.21 -0.78 -1.85
C7 7.19 0.05 -3.22
C8 5.94 1.02 -3.33
C9 5.82 2.04 -2.10
C10 4.64 1.68 -1.11
C11 3.21 1.86 -1.77
C12 2.48 3.22 -1.33
C13 0.93 3.02 -1.04
C14 0.63 2.71 0.49
C15 -0.91 2.48 0.78
C16 -1.23 1.07 1.45
C17 -2.52 1.09 2.36
C18 -3.43 -0.21 2.21
C19 -4.98 0.14 2.38
C20 -5.44 0.83 1.02
C21 -6.79 0.32 0.44
C22 -7.03 -0.95 -0.30
C23 -5.86 -1.95 -0.53
O1 -5.04 -2.07 0.34
O2 -5.72 -2.76 -1.64
C24 -5.58 -2.02 -2.87
C25 -4.31 -1.09 -2.97
C26 -3.06 -1.55 -2.15
F1 -2.86 -2.81 -1.63
C27 -2.11 -0.61 -1.89
F2 -0.80 -0.89 -1.73
F3 -2.44 0.73 -1.78
C28 -8.38 -1.24 -0.82
C29 -9.48 -0.28 -0.60
N1 -10.78 -0.55 -1.12
N2 -9.23 0.87 0.13
C30 -7.97 1.18 0.63
F4 -7.90 2.36 1.29
H1 9.35 -1.48 3.27
H2 7.89 -2.45 3.91
H3 7.63 -1.13 2.69
H4 9.59 -3.46 1.88
H5 7.83 -3.86 2.10
H6 8.26 -3.20 -0.33
H7 7.06 -2.17 0.55
H8 9.49 -0.67 0.94
H9 9.84 -1.54 -0.65
H10 7.57 0.52 -0.03
H11 8.88 0.56 -1.28
H12 7.49 -1.84 -2.09
H13 6.15 -0.80 -1.46
H14 8.15 0.65 -3.30
H15 7.19 -0.70 -4.06
H16 6.09 1.65 -4.26
H17 5.04 0.38 -3.47
H18 5.61 3.05 -2.55
H19 6.80 2.12 -1.56
H20 4.75 0.64 -0.68
H21 4.71 2.43 -0.27
H22 2.52 1.00 -1.51
H23 3.35 1.86 -2.90
H24 3.03 3.73 -0.48
H25 2.57 3.91 -2.22
H26 0.53 2.23 -1.73
H27 0.43 4.00 -1.31
H28 0.98 3.62 1.06
H29 1.20 1.79 0.81
H30 -1.46 2.58 -0.19
H31 -1.25 3.33 1.46
H32 -1.27 0.31 0.62
H33 -0.32 0.84 2.09
H34 -2.18 1.10 3.44
H35 -3.11 2.03 2.13
H36 -3.21 -0.61 1.17
H37 -3.14 -1.02 2.93
H38 -5.06 0.86 3.23
H39 -5.58 -0.79 2.59
H40 -5.60 1.93 1.26
H41 -4.62 0.77 0.25
H42 -6.49 -1.41 -3.15
H43 -5.49 -2.79 -3.69
H44 -3.99 -1.02 -4.05
H45 -4.60 -0.06 -2.65
H46 -8.61 -2.16 -1.40
H47 -11.28 0.35 -1.23
H48 -10.65 -0.86 -2.10
H49 -10.02 1.52 0.26
C31 -4.59 -2.81 5.63
C32 -5.05 -1.40 5.50
N3 -5.40 -0.31 5.40
H50 -4.33 -3.02 6.67
H51 -5.38 -3.49 5.31
H52 -3.71 -2.97 5.00

***

# 2
C32H53AsCl3N2O9S4Si3V | ωB97M-V/def2-TZVPD

The value obtained for the max |F| is 3.94 eV Å⁻¹. The calculation puts the gap between HOMO and LUMO (spin up / spin down) at 7.20 / 6.42 eV. Its expectation value of S² is 1.158. Its net charge is -1. Its multiplicity is 2. The LUMO energy (spin up / spin down) is 0.0716 / 0.0716 Ha.

Element x y z (Å)
V1 0.32 -0.20 1.08
C1 1.94 -2.77 2.94
S1 0.42 -1.80 3.10
O1 -0.50 -2.24 2.06
O2 -0.06 -2.03 4.44
O3 0.76 -0.38 2.87
H1 2.26 -2.98 3.95
H2 2.70 -2.19 2.41
H3 1.69 -3.69 2.42
N1 1.50 -0.94 -0.32
S2 1.26 -1.64 -1.70
C2 2.62 -1.04 -2.81
C3 2.38 -0.93 -4.17
C4 3.40 -0.55 -5.02
C5 4.66 -0.28 -4.52
C6 4.89 -0.37 -3.15
C7 3.87 -0.75 -2.30
C8 2.09 -3.26 -1.70
C9 2.70 -3.75 -0.56
C10 3.24 -5.03 -0.58
C11 3.16 -5.80 -1.73
C12 2.56 -5.29 -2.87
C13 2.03 -4.01 -2.86
H4 2.45 -1.01 0.06
H5 1.39 -1.14 -4.57
H6 3.21 -0.46 -6.08
H7 5.47 0.00 -5.18
H8 5.87 -0.15 -2.74
H9 4.06 -0.82 -1.24
H10 2.74 -3.15 0.33
H11 3.71 -5.42 0.31
H12 3.58 -6.79 -1.74
H13 2.50 -5.89 -3.77
H14 1.57 -3.60 -3.74
C14 1.17 3.15 4.11
Si1 -0.58 2.36 4.01
C15 -1.85 3.67 4.68
C16 -0.82 0.93 5.26
As1 -0.79 1.81 1.69
Si2 -0.49 4.06 0.83
C17 1.39 4.24 0.47
C18 -1.51 4.33 -0.80
C19 -0.94 5.65 1.85
Si3 -3.15 1.44 1.54
C20 -4.24 2.87 2.26
C21 -3.45 -0.17 2.55
C22 -3.89 1.16 -0.21
H15 1.72 2.84 4.99
H16 1.14 4.24 4.10
H17 1.72 2.82 3.23
H18 -1.42 4.20 5.53
H19 -2.76 3.19 5.02
H20 -2.13 4.41 3.94
H21 -0.51 1.21 6.26
H22 -0.25 0.06 4.97
H23 -1.87 0.62 5.31
H24 1.85 3.25 0.51
H25 1.89 4.84 1.22
H26 1.62 4.68 -0.50
H27 -1.05 3.85 -1.65
H28 -1.61 5.39 -1.03
H29 -2.51 3.93 -0.69
H30 -0.51 5.63 2.85
H31 -2.02 5.78 1.95
H32 -0.56 6.53 1.35
H33 -4.42 2.74 3.32
H34 -5.20 2.89 1.76
H35 -3.76 3.84 2.11
H36 -3.46 0.02 3.62
H37 -2.64 -0.87 2.35
H38 -4.38 -0.66 2.28
H39 -3.75 2.01 -0.87
H40 -4.96 0.99 -0.15
H41 -3.45 0.29 -0.69
Cl1 5.76 0.10 3.13
C23 4.17 0.85 3.12
Cl2 4.36 2.59 3.29
Cl3 3.21 0.22 4.48
C24 3.38 0.46 1.81
O4 3.67 -0.67 1.39
O5 2.59 1.29 1.37
C25 0.59 1.58 -2.17
S3 -1.09 1.07 -1.63
C26 -1.58 0.30 -3.22
O6 -0.88 -0.08 -0.71
H42 1.01 0.84 -2.84
H43 1.19 1.65 -1.26
H44 0.52 2.55 -2.66
H45 -1.24 0.91 -4.05
H46 -2.67 0.20 -3.28
H47 -1.13 -0.69 -3.25
N2 -0.48 -3.29 -0.65
C27 -1.55 -3.15 -1.54
C28 -2.68 -2.42 -1.19
C29 -3.65 -2.15 -2.14
C30 -3.50 -2.60 -3.44
C31 -2.42 -3.39 -3.78
C32 -1.45 -3.68 -2.83
S4 -4.63 -1.99 -4.70
O7 -5.02 -0.68 -4.19
O8 -3.80 -1.90 -5.90
O9 -5.71 -2.97 -4.78
H48 -0.06 -4.21 -0.63
H49 -0.67 -2.93 0.28
H50 -2.77 -2.05 -0.18
H51 -4.53 -1.58 -1.92
H52 -2.34 -3.75 -4.79
H53 -0.60 -4.29 -3.09

***

Question: net charge of number 2 (C32H53AsCl3N2O9S4Si3V)?
Answer: -1

***

Question: The highest net charge belongs to which entry?
Answer: C32H52F4N3O2

***

Question: Which formula does entry 2 have?
Answer: C32H53AsCl3N2O9S4Si3V

***

Question: Which value of net charge does entry 2 give?
Answer: -1